DFT (wB97M-V/def2-TZVPD) results for a single C4H10N2O molecule at a distorted geometry.

Properties
Kohn-Sham gap ... 9.5 eV
HOMO level ... -0.3188 Ha
Net charge ... 0
SMILES string ... CNCC(=O)NC
Total energy ... -343.13061 Eh
ΔE to the lowest compared entry with this formula, charge and spin ... 186.0 kJ/mol
Strongest force on any atom ... 3.0 eV/Å

Each line ends with the Löwdin charge.
Geometry (Å):
H1 2.52495 -1.42046 0.56146  0.08
H2 -1.99584 -1.78282 1.83871  0.07
C1 0.23644 0.84809 -0.25801  -0.49
C2 -0.85971 -0.04774 -0.88068  -0.15
H3 2.82112 -0.63266 -0.99397  0.08
C3 -1.28671 -1.12252 1.35916  -0.12
H4 -0.36912 -1.64278 1.07798  0.06
H5 -1.41379 0.57612 -1.58261  0.12
H6 -0.99654 -0.35557 2.10663  0.08
H7 -2.41483 0.23785 0.39514  0.10
N1 -1.82702 -0.53292 0.10782  -0.11
H8 -0.45507 -0.91880 -1.38178  0.09
N2 1.33428 0.23625 0.23508  0.00
H9 1.91283 0.67383 0.92937  0.13
H10 1.32232 -1.53843 -0.85860  0.06
O1 0.18474 2.05604 -0.44858  0.05
C4 2.04329 -0.95975 -0.29389  -0.05